# 1
# C6H12N2

A 2-piece molecular cluster, C6H12N2 overall at a distorted geometry (ωB97M-V/def2-TZVPD, the Open Molecules 2025 dataset).

Structure (XYZ):
```
20
C6H12N2, DFT ωB97M-V/def2-TZVPD
C 0.58365 -1.38861 -1.61257
C -1.57384 -1.25556 -0.31557
C -0.58887 -0.66893 -1.17902
C -2.08883 0.83955 -0.96973
N -2.58420 -0.24194 -0.24404
N -0.82387 0.60853 -1.43886
H -1.51680 -2.20004 0.25796
H -3.36601 -0.25198 0.35495
H 0.56102 -2.47640 -1.38556
H 1.50663 -0.99494 -1.50343
H -2.81409 1.57343 -1.23087
H 0.44853 -1.31960 -2.69382
C 1.34109 0.74153 2.22861
C 1.71232 1.29043 0.84464
H 2.05058 0.94815 3.05005
H 0.28057 0.99610 2.33842
H 1.42166 -0.35453 2.16059
H 2.43857 0.68674 0.41980
H 2.05404 2.33192 0.80789
H 0.95784 1.13615 0.11056
```

Its highest occupied orbital energy (spin up / spin down) is -14.704 / -14.707 eV. For the relative energy (zero: lowest compared OMol25 entry of this formula, charge and spin), the calculation gives 30.2 kcal per mole. The HOMO-LUMO gap (spin up / spin down) comes out at 0.3766 / 0.2486 Eh. The net charge is +1. Its multiplicity is 2. As for the lowest unoccupied orbital energy (spin up / spin down): -4.46 / -7.94 eV.


# 2
# C22H65N7O9

A 9-piece molecular cluster, C22H65N7O9 overall at a distorted geometry (ωB97M-V/def2-TZVPD, the Open Molecules 2025 dataset).

Structure (XYZ):
```
103
C22H65N7O9, DFT ωB97M-V/def2-TZVPD
C -15.29176 -4.57571 9.22350
C -14.31132 -5.50641 8.44424
O -13.45506 -4.70109 7.59741
H -15.94799 -4.09100 8.50064
H -14.76342 -3.81543 9.79878
H -15.93797 -5.11786 9.91384
H -14.85014 -6.22385 7.82533
H -13.68444 -6.14023 9.07145
H -12.94982 -5.19305 6.94603
C -18.02829 -0.79109 2.81191
C -19.24003 0.13926 2.49465
O -18.88773 1.27616 3.19210
H -17.09204 -0.32056 2.51169
H -18.32371 -1.68476 2.26220
H -17.96135 -0.88100 3.89614
H -20.21360 -0.19444 2.85368
H -19.19860 0.33400 1.42298
H -19.56964 1.94534 3.09832
C -16.36754 -1.29542 10.84406
C -17.43844 -1.05240 9.83779
O -17.19309 0.17660 9.31085
H -15.36735 -1.26947 10.41157
H -16.45077 -2.35471 11.08715
H -16.42198 -0.59805 11.68001
H -18.37180 -1.15279 10.39174
H -17.29298 -1.82439 9.08217
H -17.59610 0.35659 8.45833
C -18.40362 2.67459 7.34169
C -17.61904 1.90929 6.23110
O -17.94509 0.54109 6.22971
H -18.24900 2.36754 8.37606
H -19.42787 2.42214 7.06733
H -18.16432 3.73290 7.23770
H -16.55997 2.07305 6.43018
H -17.92216 2.40036 5.30640
H -17.85868 0.29257 5.30648
C -14.65363 -7.18459 3.44152
O -15.38628 -7.14350 4.42577
N -14.70397 -6.41360 2.39071
N -13.77561 -8.09197 3.16043
H -15.28137 -5.62626 2.13224
H -13.92998 -6.54080 1.75443
H -13.73513 -8.75098 3.92474
H -13.00534 -7.95659 2.52133
C -15.42358 -2.30625 5.08261
O -15.30215 -1.80117 3.98815
N -15.36004 -1.62568 6.16942
N -15.66427 -3.51592 5.31369
H -15.66221 -1.93510 7.08214
H -15.28250 -0.63953 5.96549
H -15.51474 -3.82885 6.26227
H -15.60557 -4.16145 4.53912
C -13.00372 -2.95136 1.90893
C -13.41981 -1.56141 1.44760
C -12.59349 -1.05839 0.24560
O -11.15713 -0.91657 0.42678
C -10.34967 -0.79809 -0.81247
N -14.83658 -1.56597 1.29699
H -13.10411 -3.69933 1.12244
H -13.56377 -3.25931 2.79189
H -11.98354 -2.94844 2.29276
H -12.97576 -0.88819 2.18087
H -12.92399 -0.03684 0.05773
H -12.65799 -1.82069 -0.53083
H -10.25922 0.28580 -0.88394
H -10.71173 -1.27182 -1.72494
H -9.40760 -1.27412 -0.54046
H -15.10084 -0.59166 1.26543
H -15.20417 -1.71295 2.22616
C -10.42241 -1.29979 4.54950
C -10.86189 -0.45753 5.73201
C -11.54735 -1.11434 6.97424
O -12.24657 -0.13711 7.78364
C -12.97367 -0.52016 8.99809
N -9.78467 0.34025 6.09794
H -10.30894 -0.64701 3.68399
H -11.27354 -1.91877 4.26569
H -9.46460 -1.81287 4.63579
H -11.66914 0.19783 5.40496
H -10.85781 -1.54474 7.70045
H -12.24013 -1.85743 6.57932
H -12.67584 -1.43511 9.51019
H -14.05721 -0.56247 8.88748
H -12.78054 0.17618 9.81412
H -9.82095 1.15132 5.49715
H -9.94404 0.73989 7.01172
C -19.95150 -4.42417 3.41200
C -18.60647 -4.51168 4.31764
C -18.78711 -5.01963 5.73460
O -19.77127 -4.33055 6.49870
C -19.48980 -2.98304 6.76964
N -17.82630 -5.63750 3.69983
H -20.49300 -3.64034 3.94161
H -20.51002 -5.32202 3.14739
H -19.67160 -3.77081 2.58563
H -18.07885 -3.56082 4.24299
H -17.82290 -5.23392 6.19557
H -19.19695 -6.02724 5.66487
H -20.08058 -2.70356 7.64197
H -19.98568 -2.37663 6.01170
H -18.41260 -2.91503 6.92171
H -16.99474 -5.57118 4.26922
H -17.51465 -5.34208 2.78566
```

Its highest occupied orbital energy (spin up / spin down) is -11.217 / -11.192 eV. The HOMO-LUMO gap (spin up / spin down) comes out at 0.3234 / 0.1017 Eh. The net charge is +1. Its multiplicity is 2. As for the lowest unoccupied orbital energy (spin up / spin down): -2.42 / -8.42 eV.


# 3
# C41H106O31S7

A 12-piece molecular cluster, C41H106O31S7 overall at a distorted geometry (ωB97M-V/def2-TZVPD, the Open Molecules 2025 dataset).

Structure (XYZ):
```
185
C41H106O31S7, DFT ωB97M-V/def2-TZVPD
C -27.96433 0.09655 -1.82950
C -28.78353 -0.89396 -1.12737
O -29.51846 -0.14362 -0.04629
S -29.14309 -0.40091 1.43895
C -29.64462 1.17205 2.10671
O -30.07657 -1.36130 1.95663
O -27.74838 -0.63104 1.67181
H -27.36482 -0.32554 -2.58528
H -27.20051 0.45534 -1.10416
H -28.47208 1.00871 -2.11662
H -29.57153 -1.37789 -1.67490
H -28.20204 -1.69457 -0.75590
H -29.14576 1.88192 1.47060
H -29.31567 1.36927 3.14840
H -30.78351 1.29078 2.07546
C -26.80941 -8.23940 -6.11786
C -27.01784 -9.00852 -4.83290
O -26.41136 -8.30641 -3.73108
S -27.24909 -7.25046 -2.83430
C -28.45927 -8.22710 -1.96775
O -26.27581 -6.75525 -1.88545
O -27.88603 -6.40488 -3.79674
H -27.63579 -8.60138 -6.79191
H -25.86895 -8.45726 -6.60068
H -26.98243 -7.20158 -5.97319
H -28.14071 -9.11077 -4.76146
H -26.57240 -10.01653 -4.73515
H -27.91163 -8.90751 -1.31915
H -29.06149 -8.70379 -2.74184
H -29.09568 -7.54263 -1.47179
C -23.68146 -9.02221 -1.64456
C -24.65376 -9.71326 -0.74362
O -25.04689 -11.12988 -1.32287
S -26.30605 -11.79097 -0.68259
C -25.82642 -12.35053 0.92567
O -27.27978 -10.74742 -0.49994
O -26.61655 -12.89045 -1.56787
H -23.08232 -8.34533 -1.02839
H -24.29452 -8.35873 -2.30688
H -22.95432 -9.65067 -2.21007
H -24.18409 -10.04394 0.16187
H -25.58183 -9.10865 -0.65431
H -26.50250 -13.20184 1.22087
H -25.92043 -11.43081 1.58181
H -24.88858 -12.78254 0.85187
C -33.01203 -1.83657 -1.04546
C -32.42100 -3.06352 -0.46008
O -33.47863 -3.73497 0.28778
S -33.08031 -4.88899 1.30840
C -31.96682 -4.14840 2.38898
O -34.32230 -5.23299 1.92279
O -32.41565 -5.95649 0.67508
H -33.79605 -2.10330 -1.75250
H -32.35286 -1.24598 -1.61340
H -33.44409 -1.20802 -0.24607
H -32.08817 -3.76326 -1.23397
H -31.52269 -2.80642 0.20203
H -32.45249 -3.28798 2.86503
H -31.02030 -3.87321 1.97136
H -31.80224 -4.88902 3.23605
C -23.42429 -7.66268 1.56922
C -23.53568 -7.15461 3.01500
O -24.76081 -7.59865 3.61928
S -24.93928 -9.15759 3.81989
C -26.16657 -9.07866 5.10466
O -25.56406 -9.75663 2.65750
O -23.63051 -9.73162 4.17808
H -22.91882 -8.60528 1.47840
H -22.77440 -6.87830 1.03540
H -24.41409 -7.61955 1.15962
H -22.70005 -7.50089 3.66714
H -23.66700 -6.07394 3.11625
H -27.08900 -8.63494 4.62592
H -25.84305 -8.64364 6.05609
H -26.24554 -10.14073 5.26764
C -33.44148 -8.53583 3.40589
C -31.98770 -8.10315 3.62718
O -31.26235 -9.34092 3.91094
S -29.78607 -9.56863 3.45629
C -29.93199 -9.65260 1.66287
O -29.09246 -8.39601 3.84131
O -29.39918 -10.86659 3.92733
H -33.56197 -9.27010 2.61803
H -34.02026 -7.63832 3.13715
H -33.89539 -8.93574 4.32372
H -31.45502 -7.55636 2.82281
H -31.83797 -7.46893 4.52209
H -28.98173 -10.00224 1.23665
H -30.25511 -8.71136 1.23759
H -30.65736 -10.40860 1.48537
C -23.21041 -0.50218 -5.81293
C -23.72152 -1.96229 -5.53527
O -24.72379 -1.97151 -4.49475
S -24.60548 -2.70476 -3.10528
C -24.99038 -4.38045 -3.69546
O -23.34995 -2.61375 -2.46511
O -25.72510 -2.12659 -2.38599
H -24.01186 0.13170 -6.13623
H -22.38284 -0.47492 -6.50746
H -22.88822 -0.04937 -4.87154
H -24.23032 -2.44819 -6.39687
H -22.88503 -2.50353 -5.08583
H -25.08221 -5.08595 -2.86601
H -24.30580 -4.68187 -4.51170
H -26.03678 -4.31486 -4.02917
C -30.18754 -3.89745 5.01179
O -30.55605 -5.26451 4.88774
C -29.96558 -6.15498 5.85001
C -28.44508 -6.11847 5.92933
O -27.97988 -5.16603 6.84963
C -27.77904 -5.78865 8.14164
H -30.41865 -3.25683 4.16663
H -29.13769 -3.62680 5.22448
H -30.64955 -3.45001 5.90459
H -30.24866 -7.21170 5.55646
H -30.37998 -5.96045 6.83695
H -28.07054 -5.73435 4.94308
H -28.01895 -7.10862 6.16537
H -27.35458 -5.08086 8.82899
H -27.17946 -6.66262 8.05489
H -28.73622 -6.21104 8.53100
C -24.87159 -4.72998 5.55030
O -24.19780 -4.12646 4.47678
C -25.07741 -3.34338 3.71669
C -24.62394 -3.12103 2.29067
O -24.85107 -4.36024 1.56329
C -24.58132 -4.17389 0.17867
H -25.62022 -5.55266 5.30534
H -25.36694 -3.95187 6.20061
H -24.14173 -5.18008 6.23326
H -25.31658 -2.39322 4.25731
H -26.00245 -3.88000 3.70490
H -23.53946 -2.89083 2.22525
H -25.08800 -2.22269 1.82063
H -25.36496 -3.59507 -0.37285
H -24.40095 -5.21137 -0.24594
H -23.63446 -3.56734 0.05120
C -25.29743 -3.35726 -8.79984
O -25.84042 -2.90660 -7.53222
C -27.09742 -2.32832 -7.60678
C -27.59175 -1.93359 -6.24077
O -28.04541 -3.08724 -5.55524
C -28.78774 -2.71593 -4.40493
H -26.07754 -3.97859 -9.34973
H -24.36964 -3.95697 -8.56177
H -25.10363 -2.40421 -9.36958
H -27.84899 -3.01794 -8.13040
H -27.11359 -1.48454 -8.29873
H -28.51008 -1.32460 -6.35067
H -26.78679 -1.45096 -5.59762
H -28.15865 -2.20749 -3.66719
H -29.10415 -3.62677 -3.94788
H -29.62050 -2.02977 -4.61633
C -28.89412 -4.40979 -1.12615
O -29.17607 -3.91699 0.14373
C -28.40193 -4.34580 1.19980
C -28.91231 -5.72174 1.66651
O -28.57518 -6.81521 0.74289
C -27.22879 -7.26979 0.97600
H -27.77302 -4.60444 -1.19005
H -29.25142 -3.68445 -1.86827
H -29.37093 -5.39116 -1.29011
H -28.53828 -3.62338 1.97530
H -27.31998 -4.52635 0.88699
H -30.00044 -5.73467 1.60422
H -28.66893 -6.15050 2.67950
H -27.01218 -8.13053 0.34274
H -27.06653 -7.66138 2.00622
H -26.46545 -6.50399 0.81400
C -32.91846 -6.07921 -3.12502
O -31.54056 -6.26791 -3.47655
C -31.21932 -6.60053 -4.78547
C -31.54946 -8.10793 -5.11693
O -30.38408 -8.85008 -5.26470
C -30.57769 -10.25937 -5.35131
H -33.38829 -5.48654 -3.88630
H -32.94031 -5.60059 -2.15156
H -33.52931 -6.97135 -2.98787
H -30.11998 -6.46599 -5.01299
H -31.78989 -6.02679 -5.51094
H -32.21728 -8.05246 -5.97593
H -32.28967 -8.47408 -4.27125
H -29.60215 -10.70559 -5.45572
H -31.19241 -10.53838 -6.23079
H -31.06008 -10.66236 -4.48709
```

Its highest occupied orbital energy is -9.032 eV. As for the SMILES: CCOS(C)(=O)=O.CCOS(C)(=O)=O.CCOS(C)(=O)=O.CCOS(C)(=O)=O.CCOS(C)(=O)=O.CCOS(C)(=O)=O.CCOS(C)(=O)=O.COCCOC.COCCOC.COCCOC.COCCOC.COCCOC. The HOMO-LUMO gap comes out at 0.3442 Eh. Its multiplicity is 1. As for the lowest unoccupied orbital energy: 0.33 eV.


Listing electronic energy for the structures above in their given order: -344.97964 -1937.14837 -6745.13193 Eh.